[1]
A molecular structure, C44H62AsBrIrN3S2Si. Source: OMol25; level of theory: wB97M-V/def2-TZVPD.

Computed properties:
Charge: +3
LUMO energy (alpha / beta): -9.19 / -9.62 eV
E_tot: -7877.21677 hartree
Multiplicity: 2

Positions of all 115 atoms, in Å:
1 Ir -2.52622 1.13976 0.08760
2 C -1.69998 2.58439 3.43723
3 C -3.09288 2.40272 2.94352
4 N -3.48592 1.94203 1.76785
5 C -4.85931 2.07846 1.60755
6 C -5.50770 2.57414 2.68596
7 S -4.38957 2.93100 3.91765
8 C -5.39936 1.73607 0.30524
9 C -6.69089 1.75469 -0.09974
10 S -6.79873 1.22467 -1.71238
11 C -5.11644 0.98473 -1.78695
12 N -4.49434 1.32100 -0.66756
13 C -4.53511 0.34453 -2.99654
14 H -0.97563 2.33949 2.66994
15 H -1.51888 1.95145 4.30593
16 H -1.56204 3.62006 3.74911
17 H -6.56122 2.76197 2.80796
18 H -7.56257 2.04247 0.46316
19 H -5.15249 0.55224 -3.86873
20 H -4.50986 -0.73931 -2.85978
21 H -3.53154 0.69397 -3.19131
22 C 0.46177 -5.83432 -0.37763
23 C 0.13797 -4.49522 -0.96595
24 C 0.91154 -3.96364 -1.99363
25 C 0.61064 -2.75626 -2.60654
26 C 1.46072 -2.33319 -3.77566
27 C -0.49766 -2.03331 -2.11564
28 As -0.93249 -0.36221 -2.94809
29 N -1.50371 0.83539 -1.71704
30 C -1.69141 2.14859 -1.97496
31 C -1.69199 2.90953 -0.73974
32 C -2.29791 4.22353 -0.74176
33 C -2.75229 4.73803 -1.90152
34 C -2.63975 3.99428 -3.12725
35 C -2.13903 2.72628 -3.18426
36 C 0.42876 0.61603 -3.89338
37 C 1.56338 1.09121 -3.21032
38 C 1.86242 0.75381 -1.77687
39 C 2.47620 1.84278 -3.92931
40 C 2.30357 2.12199 -5.28632
41 C 3.32340 2.93348 -6.02640
42 C 1.18019 1.62004 -5.92522
43 C 0.22750 0.85781 -5.25472
44 C -0.92735 0.31186 -6.05084
45 C -1.35540 -2.58872 -1.14535
46 C -2.72150 -2.05977 -0.79724
47 C -0.99083 -3.79250 -0.56156
48 H 1.53263 -6.03230 -0.40072
49 H -0.02524 -6.62142 -0.95682
50 H 0.10377 -5.92035 0.64710
51 H 1.76322 -4.52607 -2.35784
52 H 2.00702 -3.19557 -4.15067
53 H 2.19197 -1.56893 -3.50658
54 H 0.86534 -1.94735 -4.60242
55 H -0.83486 2.74576 -0.08585
56 H -2.28602 4.81708 0.16254
57 H -3.16195 5.73765 -1.93500
58 H -3.00220 4.45622 -4.03757
59 H -2.13814 2.16248 -4.10741
60 H 0.96825 0.64073 -1.16531
61 H 2.41846 -0.18593 -1.71652
62 H 2.48374 1.52827 -1.32823
63 H 3.35866 2.21733 -3.42312
64 H 3.46716 3.90232 -5.54721
65 H 3.03049 3.10030 -7.05999
66 H 4.28823 2.42457 -6.02274
67 H 1.03669 1.82110 -6.98021
68 H -0.58295 -0.46352 -6.73744
69 H -1.38032 1.09338 -6.66157
70 H -1.71264 -0.13197 -5.43286
71 H -2.88527 -1.02803 -1.11594
72 H -2.90218 -2.13039 0.27673
73 H -3.48022 -2.66828 -1.29487
74 H -1.64237 -4.22343 0.19062
75 C 2.31552 -2.15734 0.73976
76 C 2.26139 -2.38248 2.25989
77 C 3.64327 -2.91215 2.73511
78 C 1.19648 -3.44779 2.53683
79 Si 2.09420 -0.80045 3.25815
80 Br -0.55538 0.21978 1.26656
81 C 3.27857 0.62423 2.92967
82 C 4.04925 0.54167 1.60634
83 C 2.52504 1.96949 2.94481
84 C 4.30530 0.58603 4.08935
85 C 1.11002 -0.81896 4.85929
86 C 1.00609 0.52423 5.59022
87 C 1.97874 -1.77880 5.72542
88 C -0.30762 -1.39726 4.73035
89 H 2.45385 -3.13349 0.26949
90 H 3.14773 -1.52976 0.43121
91 H 1.38741 -1.73689 0.35040
92 H 3.85649 -3.83039 2.18229
93 H 3.66042 -3.16588 3.79565
94 H 4.46036 -2.21915 2.53070
95 H 1.45535 -4.33728 1.95783
96 H 0.20456 -3.12151 2.22056
97 H 1.15484 -3.74991 3.58183
98 H 3.38723 0.64958 0.74654
99 H 4.62294 -0.37716 1.49733
100 H 4.76216 1.36854 1.58198
101 H 1.74639 2.00315 2.18107
102 H 3.24280 2.76166 2.72051
103 H 2.08201 2.19902 3.91053
104 H 4.91187 -0.32132 4.07327
105 H 3.85345 0.68138 5.07506
106 H 4.98557 1.43123 3.96353
107 H 1.97116 0.97687 5.80716
108 H 0.51081 0.35142 6.54768
109 H 0.40699 1.24297 5.03234
110 H 2.99747 -1.41495 5.87893
111 H 2.02339 -2.79056 5.32508
112 H 1.51392 -1.84571 6.71177
113 H -0.93648 -0.78989 4.07868
114 H -0.76044 -1.40230 5.72410
115 H -0.32046 -2.41956 4.36408

[2]
6 unconnected molecules or ions with the total composition C44H62ClI2N3O18S in a non-equilibrium geometry. Source: OMol25; level of theory: wB97M-V/def2-TZVPD.

Computed properties:
Charge: 0
LUMO energy: -0.69 eV
E_tot: -4686.12668 hartree

Positions of all 131 atoms, in Å:
1 C -1.09481 -2.87367 2.67427
2 C -0.45780 -3.48904 1.33708
3 S -1.50174 -4.81398 0.58288
4 C -2.70798 -4.04209 -0.57723
5 C -3.26672 -2.68181 -0.00283
6 C -4.62890 -2.71640 0.59979
7 N -5.21442 -1.62026 1.13269
8 C -4.44099 -0.47353 1.01887
9 C -5.02764 0.80107 1.55785
10 C -6.45426 0.86693 2.23264
11 C -6.66878 -0.20441 3.37781
12 C -7.32298 0.40260 4.69331
13 Cl -7.91441 -1.42884 2.74889
14 C -4.27810 2.05451 1.43117
15 C -4.83697 3.43685 1.93233
16 C -5.87356 4.06202 0.93264
17 C -7.19994 4.71023 1.50492
18 N -5.73315 4.12120 -0.34171
19 C -2.93292 2.07254 0.76814
20 C -2.05924 3.35634 0.55392
21 I -1.24171 3.41972 -1.49725
22 C -0.80737 3.44882 1.56077
23 C -0.48977 4.98385 1.85271
24 I 0.94736 2.65083 0.50370
25 C -2.39353 0.81984 0.28635
26 C -3.11707 -0.49221 0.37973
27 N -2.46055 -1.60127 -0.14067
28 H -0.35710 -2.95818 3.51496
29 H -1.27224 -1.77070 2.49402
30 H -2.07486 -3.36028 2.92859
31 H 0.50184 -3.97855 1.65598
32 H -0.28716 -2.68039 0.58376
33 H -2.13516 -3.76840 -1.51254
34 H -3.53366 -4.72642 -0.90849
35 H -5.20253 -3.67618 0.65250
36 H -7.21447 0.72211 1.40951
37 H -6.67122 1.87200 2.67413
38 H -5.74612 -0.77876 3.63880
39 H -8.07695 -0.30938 5.13629
40 H -7.88821 1.34663 4.47304
41 H -6.52304 0.60633 5.45679
42 H -3.99587 4.16797 2.10004
43 H -5.32613 3.30168 2.93938
44 H -7.75685 3.91543 2.07997
45 H -6.87089 5.53276 2.19838
46 H -7.82485 5.10730 0.66232
47 H -4.82768 3.68357 -0.57425
48 H -2.64188 4.30987 0.63993
49 H -0.96425 2.91309 2.52885
50 H 0.38600 5.04281 2.55597
51 H -0.22930 5.53242 0.89891
52 H -1.41221 5.48645 2.26224
53 H -1.37281 0.82636 -0.18179
54 C 6.61437 1.56129 -2.08751
55 C 5.26021 0.88576 -2.02264
56 C 4.66406 0.58716 -3.36910
57 O 3.26314 0.63094 -3.09954
58 C 3.09175 1.45614 -2.03786
59 O 2.03171 1.87466 -1.67191
60 O 4.27649 1.75061 -1.44406
61 H 7.23925 1.13795 -2.87586
62 H 6.51576 2.63719 -2.24492
63 H 7.14207 1.43077 -1.14054
64 H 5.31962 -0.01855 -1.40924
65 H 4.95570 -0.39451 -3.74117
66 H 4.89893 1.33990 -4.12737
67 C 6.51809 6.53687 -3.67727
68 C 7.54048 6.12847 -2.63645
69 C 8.31364 7.28025 -2.06525
70 O 9.55557 6.67021 -1.71065
71 C 9.71944 5.60050 -2.53348
72 O 10.73337 4.98479 -2.64544
73 O 8.57131 5.32432 -3.21768
74 H 6.00239 7.45571 -3.39249
75 H 6.98063 6.67108 -4.65713
76 H 5.76398 5.75437 -3.79028
77 H 7.06007 5.54499 -1.84400
78 H 7.82843 7.70692 -1.19060
79 H 8.50875 8.07755 -2.78912
80 C -2.66899 -1.82201 7.66338
81 C -1.91820 -3.12795 7.49888
82 C -0.52096 -3.10064 8.05482
83 O 0.15477 -4.05230 7.23639
84 C -0.50056 -4.08543 6.04461
85 O -0.09047 -4.62132 5.06415
86 O -1.68714 -3.42042 6.11835
87 H -2.47904 -1.37039 8.63907
88 H -2.40412 -1.11013 6.87906
89 H -3.74425 -1.99457 7.58137
90 H -2.49681 -3.95185 7.92829
91 H -0.48785 -3.39999 9.10226
92 H -0.02689 -2.13039 7.94535
93 C 7.93636 7.61708 3.46914
94 C 7.70759 8.71554 2.45102
95 C 6.50885 9.57509 2.74188
96 O 6.11305 10.00187 1.43914
97 C 6.53284 9.05037 0.56718
98 O 6.19901 8.98769 -0.57679
99 O 7.38231 8.17239 1.16732
100 H 7.75168 7.96842 4.48608
101 H 7.30432 6.75016 3.26717
102 H 8.97053 7.27021 3.42064
103 H 8.61129 9.32319 2.34334
104 H 6.75730 10.43052 3.36946
105 H 5.67919 9.02705 3.19820
106 C -2.75320 -4.37754 -4.70575
107 C -2.04245 -5.69936 -4.91291
108 C -0.64435 -5.73089 -4.36046
109 O 0.00060 -6.67730 -5.21117
110 C -0.65707 -6.65374 -6.40050
111 O -0.26324 -7.17309 -7.39773
112 O -1.82309 -5.95647 -6.30377
113 H -2.54851 -3.96196 -3.71771
114 H -2.47177 -3.64794 -5.46738
115 H -3.83326 -4.51667 -4.78952
116 H -2.64450 -6.51873 -4.50703
117 H -0.61799 -6.06336 -3.32258
118 H -0.12146 -4.77321 -4.44139
119 C -0.87009 -10.17253 -6.91118
120 C -1.56479 -11.27187 -6.13364
121 C -3.01652 -10.99577 -5.85736
122 O -3.24139 -11.71136 -4.64480
123 C -2.04458 -11.78366 -3.99988
124 O -1.90839 -12.13761 -2.87168
125 O -1.02471 -11.39350 -4.81384
126 H -1.50847 -9.77289 -7.70111
127 H -0.55755 -9.35925 -6.25674
128 H 0.03518 -10.56123 -7.38183
129 H -1.43675 -12.23269 -6.64254
130 H -3.66524 -11.36725 -6.65044
131 H -3.23392 -9.93694 -5.68529